(1)
The following is a DFT calculation (ωB97M-V/def2-TZVPD) of 3 unconnected molecules or ions with the total composition C5H15NO2 at a distorted geometry.

```
23
Properties=species:S:1:pos:R:3:forces:R:3:mulliken_charge:R:1
C -1.676 -0.547 -0.958 0.9 1.8 -0.2 -1.04
C -1.501 0.496 0.186 0.0 -1.2 0.0 -0.32
C -1.086 -0.183 1.489 0.7 0.5 0.9 -0.99
C 0.294 -0.869 1.339 -0.9 -0.5 -0.1 -0.47
C 1.687 1.018 1.970 -0.6 -0.9 -0.5 -0.88
N 1.309 0.061 1.088 0.9 -0.1 -0.8 -0.35
H -1.696 -1.562 -0.585 -0.6 -0.2 -0.2 0.32
H -2.475 -0.179 -1.609 -0.4 -0.8 0.1 0.32
H -0.796 -0.437 -1.593 0.0 -0.5 0.0 0.15
H -0.706 1.186 -0.094 -0.1 0.1 0.1 0.23
H -2.432 1.035 0.316 -0.2 0.3 0.2 0.39
H -0.916 0.596 2.242 -0.1 0.1 0.0 0.36
H -1.830 -0.831 1.954 -0.4 -0.3 -0.4 0.47
H 0.202 -1.538 0.480 0.0 0.0 -0.6 0.10
H 0.437 -1.694 2.090 0.2 0.8 0.8 0.22
H 2.508 1.604 1.584 0.2 0.4 0.6 0.25
H 1.378 0.988 3.016 0.2 0.2 0.2 0.27
H 1.913 -1.570 -0.961 0.8 -0.1 -0.2 0.42
H 1.310 -0.389 -1.397 0.4 0.4 -0.4 0.33
O 2.001 -0.991 -1.737 -0.9 -0.4 0.8 -0.71
H 0.102 1.447 -3.448 0.2 0.0 0.1 0.23
H 1.455 1.291 -2.703 0.0 0.0 0.0 0.27
O 0.518 1.069 -2.667 -0.2 0.4 -0.2 -0.58
```
Positions in Å, forces in eV/Å.

Values from the calculation:
- Molecular weight: 121.2 g/mol
- Total energy: -11010.94312 eV
- LUMO energy (alpha / beta): 0.1194 / 0.1188 hartree
- HOMO energy (alpha / beta): 0.38 / -3.20 eV
- Energy relative to the best compared isomer or geometry (same formula, charge and spin): 148.6 kJ/mol
- Total charge: -1
- Multiplicity: 2
- Max |F|: 1.986 eV Å⁻¹



(2)
The following is a DFT calculation (ωB97M-V/def2-TZVPD) of 2 unconnected molecules or ions with the total composition C3H11N4 at a distorted geometry.

```
18
Properties=species:S:1:pos:R:3:forces:R:3:mulliken_charge:R:1
C 0.488 -1.324 -0.386 0.3 -0.1 0.6 0.15
C -1.446 0.092 -3.312 -1.2 -0.7 -2.1 -0.26
C 1.045 0.365 2.811 -2.5 2.3 -1.9 -0.79
N -0.354 0.669 0.460 -0.5 -4.9 -4.2 -0.50
N 0.974 -0.701 1.834 0.0 -1.5 -0.1 -0.42
N 0.319 -0.548 0.627 0.8 1.9 0.2 0.68
N -1.146 0.902 -2.410 0.2 1.7 0.8 -0.54
H 1.192 -2.185 -0.263 -1.1 0.9 -0.5 0.25
H -1.712 0.163 -4.436 0.6 0.9 1.8 0.27
H 1.566 1.256 2.381 -0.1 -0.8 0.5 0.33
H 0.016 0.713 3.151 0.9 -0.4 -0.6 0.31
H 1.461 0.077 3.708 1.4 -1.1 1.5 0.34
H -1.611 -0.906 -2.974 0.2 -1.1 0.1 0.24
H -0.215 1.234 1.180 0.4 3.3 3.3 0.20
H 1.227 -1.686 2.065 -0.5 1.4 -0.4 0.26
H -1.125 1.912 -2.631 0.2 -0.7 -0.5 0.17
H 0.001 -0.868 -1.249 0.3 -1.1 -0.2 -0.08
H -0.681 0.836 -0.554 0.5 0.0 1.5 0.40
```
Positions in Å, forces in eV/Å.

Values from the calculation:
- Molecular weight: 103.1 g/mol
- Total energy: -9239.19248 eV
- LUMO energy: -0.1348 hartree
- HOMO energy: -13.49 eV
- Energy relative to the best compared isomer or geometry (same formula, charge and spin): 487.3 kJ/mol
- Total charge: +1
- Multiplicity: 1
- Max |F|: 6.455 eV Å⁻¹



(3)
The following is a DFT calculation (ωB97M-V/def2-TZVPD) of a molecular structure, C23H26N2O6 at a distorted geometry.

```
57
Properties=species:S:1:pos:R:3:forces:R:3:mulliken_charge:R:1
C -5.300 -3.595 1.828 1.5 -1.0 -3.8 -1.36
H -5.381 -4.666 1.593 -0.4 0.0 1.1 0.39
H -4.552 -3.384 2.588 -0.3 0.0 0.1 0.38
H -6.246 -3.139 1.917 -1.0 0.4 0.6 0.42
C -4.658 -3.178 0.353 -2.6 6.4 6.1 0.33
C -3.437 -3.823 0.245 1.6 -2.0 -7.6 -1.08
H -3.677 -4.912 0.164 1.0 0.6 -0.4 0.42
H -2.919 -3.294 -0.807 -1.0 -2.3 2.6 0.14
H -2.748 -3.650 0.940 2.5 0.7 3.2 0.35
C -4.420 -1.542 0.711 1.8 0.5 1.0 -0.82
O -4.159 -0.631 -0.458 -0.7 -1.3 1.3 -0.50
C -2.919 -0.482 -0.909 1.6 -7.5 14.3 0.59
C -1.668 -1.010 -0.134 0.4 2.9 3.8 -0.52
C -0.411 -0.386 -0.433 -0.5 -3.2 -2.0 -0.42
C -0.271 0.120 -1.836 -0.1 -0.7 7.2 0.92
C -1.453 0.320 -2.385 6.0 3.7 -9.0 -0.40
C -2.601 -0.151 -2.014 -5.2 4.8 -11.6 0.19
H -3.549 0.133 -2.591 1.4 -0.3 0.0 0.23
H -1.138 0.906 -3.547 -1.9 -1.8 3.3 0.04
C 1.034 0.549 -2.134 0.9 0.2 -8.4 -0.45
O 1.287 0.471 -3.523 0.1 0.8 7.6 -0.71
N 1.933 0.913 -1.183 6.2 -2.1 -8.3 0.21
C 1.920 1.365 0.023 0.2 0.1 8.1 0.37
C 2.814 1.160 1.088 0.4 0.3 -4.4 -1.10
C 4.137 0.574 0.571 3.2 -2.0 7.0 0.72
C 4.421 -0.654 -0.058 -3.6 -1.7 -3.9 0.19
C 5.578 -1.502 -0.078 2.1 9.0 6.2 -0.54
C 6.661 -0.747 0.696 -1.4 -7.9 -2.5 -0.40
C 6.345 0.114 1.706 2.5 -1.7 -2.4 -0.63
C 5.234 0.749 1.716 -7.3 5.1 -2.8 -0.35
H 5.062 1.720 2.279 0.3 -1.6 -0.1 0.29
H 7.196 0.450 2.112 2.7 1.3 2.7 0.43
H 7.599 -1.389 0.690 -0.7 1.6 0.0 0.35
N 5.724 -2.575 -0.980 9.4 5.4 9.6 1.13
O 6.807 -3.035 -0.983 3.2 -3.4 -1.2 -0.67
O 4.833 -2.604 -1.574 -13.0 -4.7 -11.9 -0.59
H 3.569 -1.054 -0.840 1.9 1.0 2.3 0.21
H 2.686 1.626 2.122 0.2 -0.7 -1.9 0.37
C 0.718 2.134 0.355 2.8 -4.7 15.6 0.84
O 0.236 2.328 1.572 2.0 -1.4 -3.2 -0.89
O 0.339 2.656 -0.558 -7.6 8.2 -12.4 -0.36
C -0.947 3.765 -0.333 1.0 -2.3 -9.9 0.44
C -2.173 3.020 0.021 4.7 -2.3 1.8 -1.01
H -2.926 3.655 -0.005 -3.6 3.3 0.7 0.52
H -2.472 2.263 -0.677 0.6 -0.7 -0.3 0.08
H -1.759 2.681 1.006 -1.8 -0.5 -0.2 0.37
C -0.264 4.777 0.300 -4.4 4.1 4.3 -1.18
H -0.050 4.438 1.327 -0.2 1.0 0.0 0.34
H -1.080 5.753 0.129 1.4 -2.5 1.5 0.26
H 0.449 5.356 -0.097 3.4 0.8 -2.2 0.43
H -0.953 4.053 -1.657 -0.2 -0.8 3.9 0.20
H 3.008 0.886 -1.791 -3.8 0.2 2.5 0.49
H 0.608 -0.648 0.051 -2.3 0.3 -0.1 0.13
H -1.707 -1.389 1.040 -0.2 0.7 -3.5 0.08
H -5.289 -1.103 1.136 -1.3 0.0 -0.3 0.49
H -3.687 -1.225 1.726 -1.3 -1.5 -3.3 0.24
H -5.381 -3.168 -0.420 -0.5 -0.5 -0.8 0.41
```
Positions in Å, forces in eV/Å.

Values from the calculation:
- Molecular weight: 426.5 g/mol
- Total energy: -39515.42289 eV
- LUMO energy: -0.0324 hartree
- HOMO energy: -8.35 eV
- Energy relative to the best compared isomer or geometry (same formula, charge and spin): 2506.5 kJ/mol
- Multiplicity: 1
- Max |F|: 18.275 eV Å⁻¹